Entry 1:
# C18H38N3OPSSiTc

A molecular structure, C18H38N3OPSSiTc in a non-equilibrium geometry (the ωB97M-V functional and the def2-TZVPD basis, the OMol25 dataset).

Element x y z (Å)
1 Tc -0.22272 -0.21711 -0.93939
2 Si 0.22215 -2.27554 -2.09118
3 P 0.54796 1.02267 -2.75813
4 N -1.95552 -0.26153 -1.55203
5 H 3.06675 1.18325 -1.07893
6 C 0.81527 2.84710 -2.62801
7 H 1.15884 3.26493 -3.59224
8 H 1.57951 3.03084 -1.85587
9 H -0.13537 3.32541 -2.34191
10 C 2.08021 0.55257 -3.72232
11 H 2.18275 1.21962 -4.60008
12 H 2.00654 -0.48934 -4.07346
13 H 2.97494 0.66694 -3.08844
14 C -0.66268 0.99830 -4.11242
15 H -0.31023 1.48044 -5.02118
16 H -1.58058 1.51135 -3.84816
17 H -0.95383 -0.00544 -4.39641
18 C 1.90760 -3.03459 -2.46937
19 H 2.37214 -3.29111 -1.50692
20 H 2.55490 -2.36748 -3.05298
21 H 1.70287 -3.95591 -3.04008
22 H -0.42416 -3.28879 -1.19289
23 H -0.46675 -2.31469 -3.43524
24 C -3.27733 -0.14884 -1.73371
25 C -5.34279 0.85257 -1.14228
26 C -3.98594 0.87280 -1.04946
27 C -3.89112 -1.13281 -2.56404
28 C -5.24373 -1.12660 -2.63715
29 C -5.96474 -0.14429 -1.92401
30 H -5.90176 1.63233 -0.61216
31 H -3.35403 1.55633 -0.45147
32 H -3.16817 -1.83914 -3.01801
33 H -5.73514 -1.87980 -3.26342
34 H -7.03969 -0.14121 -1.99368
35 C 2.86875 0.30470 -0.41147
36 O 1.71992 -0.47119 -0.51932
37 C 2.87814 0.94121 0.96107
38 H 3.85960 1.37245 1.20934
39 H 2.58089 0.25139 1.73684
40 H 2.12655 1.73963 0.96193
41 C 4.08212 -0.54953 -0.76860
42 H 4.91159 0.13493 -0.96009
43 H 3.88458 -1.11737 -1.67739
44 H 4.40864 -1.22104 0.02773
45 C -0.61985 -2.15665 5.25756
46 C 0.33015 -1.65772 4.18784
47 N -0.38243 -1.08022 3.03077
48 C -0.27721 0.17137 2.58406
49 S -1.10221 0.70481 1.17029
50 N 0.47323 1.06434 3.30916
51 C -0.04901 1.47219 4.65135
52 C 1.04301 2.19563 5.39893
53 H -1.39971 -1.42493 5.48982
54 H -0.06957 -2.36210 6.18134
55 H -1.11470 -3.07949 4.93735
56 H 1.00317 -0.88609 4.56495
57 H 0.93815 -2.48638 3.80808
58 H -0.91392 -1.70946 2.42848
59 H 0.63501 1.91320 2.76288
60 H -0.92094 2.12754 4.50036
61 H -0.38381 0.57197 5.17172
62 H 1.35837 3.09659 4.86566
63 H 0.66366 2.48857 6.37964
64 H 1.91167 1.54841 5.54675

Cartesian forces (eV/Å) of the 6 atoms listed first:
Tc -0.3 0.3 -0.6
Si -0.4 -0.5 -0.5
P 0.4 0.6 -1.9
N 0.7 0.2 0.2
H -1.3 -0.2 -0.3
C 0.1 -0.1 0.3

Calculated values
* energy relative to the best compared isomer or geometry (same formula, charge and spin): 0.0 kJ/mol
* total charge: 0
* multiplicity: 4
* HOMO-LUMO gap (alpha / beta): 6.0119 / 6.3342 eV
* lowest unoccupied orbital energy (alpha / beta): 0.358 / -0.285 eV
* E_HOMO (alpha / beta): -0.208 / -0.243 hartree
* calculated total energy: -2057.9046 Eh

Entry 2:
# C18H38N5O13V

A molecular structure, C18H38N5O13V in a non-equilibrium geometry (the ωB97M-V functional and the def2-TZVPD basis, the OMol25 dataset).

Element x y z (Å)
1 O 17.17532 22.01929 -16.97348
2 V 17.83836 22.97541 -18.12290
3 O 19.39827 22.86026 -17.94800
4 N 15.52764 28.60401 -17.01608
5 O 15.72510 27.47000 -16.64268
6 O 16.37221 29.35564 -17.37212
7 O 14.41315 29.07011 -17.15812
8 N 18.92609 27.76385 -22.62653
9 O 18.89505 26.97233 -21.68529
10 O 18.89969 28.98832 -22.52100
11 O 18.70705 27.28000 -23.71766
12 N 13.58789 25.01457 -22.02644
13 O 13.88447 24.32567 -21.03057
14 O 13.67923 24.50614 -23.17921
15 O 13.48992 26.24374 -22.01125
16 C 10.98962 15.13979 -17.52272
17 C 10.83058 16.30262 -16.54667
18 C 10.64149 17.56897 -17.38726
19 C 9.66458 18.56388 -16.62990
20 C 8.41227 18.02048 -15.92344
21 C 8.81217 16.83646 -15.02607
22 N 9.65783 15.87059 -15.76355
23 O 9.77120 14.64658 -15.10722
24 C 9.54613 17.41298 -13.73378
25 C 7.49370 16.23706 -14.55808
26 C 12.06751 16.47693 -15.59125
27 H 11.83606 15.50506 -18.10428
28 H 10.12199 15.03726 -18.17449
29 H 11.06047 14.13480 -17.10670
30 H 11.57980 18.00343 -17.73211
31 H 10.18823 17.37744 -18.35987
32 H 9.24229 19.36245 -17.23987
33 H 10.08252 19.30801 -15.95189
34 H 7.57128 17.97621 -16.61546
35 H 8.04688 18.72832 -15.17943
36 H 10.34073 18.14991 -13.85060
37 H 8.79056 17.93385 -13.14564
38 H 9.94251 16.63558 -13.08060
39 H 7.12110 16.70124 -13.64494
40 H 6.78182 16.30344 -15.38084
41 H 7.39445 15.17254 -14.34583
42 H 12.87861 16.92511 -16.16514
43 H 12.30362 15.48965 -15.19422
44 H 11.79575 17.01048 -14.68044
45 H 10.39680 14.80909 -14.39742
46 C 14.29590 24.76935 -10.40671
47 C 13.90159 25.68241 -9.21893
48 C 14.73024 26.94299 -9.36556
49 C 14.23188 28.14454 -10.16645
50 C 12.67666 28.35838 -9.92001
51 C 11.77360 27.08743 -9.99333
52 N 12.43501 26.03728 -9.14933
53 O 11.59297 24.95043 -8.92671
54 C 10.38841 27.64018 -9.47768
55 C 11.69896 26.61764 -11.48175
56 C 14.37277 24.88033 -7.92288
57 H 14.00709 25.23954 -11.34671
58 H 13.90632 23.75145 -10.39279
59 H 15.36700 24.57381 -10.45783
60 H 14.81851 27.17713 -8.30467
61 H 15.73982 26.74124 -9.72355
62 H 14.43903 28.05115 -11.23250
63 H 14.72004 29.07757 -9.88495
64 H 12.43157 29.04961 -10.72637
65 H 12.59189 28.78618 -8.92106
66 H 10.47400 27.76946 -8.39876
67 H 10.19287 28.62567 -9.90037
68 H 9.51262 27.05534 -9.75886
69 H 11.31961 25.59981 -11.57245
70 H 10.88574 26.93838 -12.13282
71 H 12.63048 26.76428 -12.02844
72 H 14.27293 25.42326 -6.98301
73 H 15.35567 24.44929 -8.11320
74 H 13.72202 24.02133 -7.75936
75 H 11.33752 24.59838 -9.78252

Cartesian forces (eV/Å) of the 6 atoms listed first:
O 1.1 1.9 -2.4
V -0.4 -1.6 2.5
O -0.9 0.1 -0.3
N -1.8 0.6 -1.1
O 0.5 -2.3 1.2
O 5.2 1.9 -0.6

Calculated values
* energy relative to the best compared isomer or geometry (same formula, charge and spin): 1048.3 kJ/mol
* total charge: -2
* HOMO-LUMO gap: 2.1818 eV
* lowest unoccupied orbital energy: -0.495 eV
* E_HOMO: -0.098 hartree
* calculated total energy: -2903.8226 Eh

Entry 3:
# C18H38N5O2SSiY

A molecular structure, C18H38N5O2SSiY in a non-equilibrium geometry (the ωB97M-V functional and the def2-TZVPD basis, the OMol25 dataset).

Element x y z (Å)
1 Y -0.50242 -0.15965 0.59697
2 N 3.02204 -0.10754 0.08597
3 C 2.88092 0.83713 -1.04289
4 C 3.79682 2.05719 -0.97728
5 C 3.27863 3.27984 -1.74881
6 C 2.63485 2.99660 -3.10456
7 N 3.46175 2.14364 -3.97035
8 C 3.06045 1.06934 -4.64188
9 N 1.92023 0.44491 -4.34073
10 N 3.83046 0.59012 -5.62316
11 C 1.40507 1.15057 -0.93291
12 O 0.99334 1.78380 0.08179
13 O 0.59506 0.56344 -1.70240
14 H 3.00773 0.43786 0.94361
15 H 3.92523 -0.56925 0.06232
16 H 3.05176 0.26657 -1.95447
17 H 4.78956 1.77401 -1.33242
18 H 3.90549 2.34522 0.06950
19 H 4.09854 3.98743 -1.88345
20 H 2.52396 3.78600 -1.14403
21 H 2.48252 3.94146 -3.62627
22 H 1.65587 2.53704 -2.99318
23 H 4.35540 2.52983 -4.23641
24 H 1.42725 0.57328 -3.46269
25 H 1.64428 -0.35203 -4.88968
26 H 4.60146 1.12442 -5.98669
27 H 3.54567 -0.21271 -6.15784
28 S -5.31471 1.29700 0.50851
29 C -4.92756 0.53714 -0.96765
30 C -3.62365 0.17950 -0.98134
31 N -2.93516 0.50424 0.17241
32 C -3.73099 1.10312 1.03677
33 H -5.66631 0.39287 -1.73923
34 H -3.11345 -0.30622 -1.79765
35 H -3.41274 1.45235 2.00891
36 C 1.66563 -3.49314 0.85876
37 Si -0.05063 -3.08261 0.26150
38 C -1.43678 -3.69402 1.39911
39 C -1.36714 -5.23282 1.50860
40 C -1.23375 -3.10621 2.79725
41 C -2.82132 -3.29843 0.88103
42 C -0.19594 -3.25402 -1.62846
43 C -0.31236 -4.74606 -2.00009
44 C 1.08162 -2.69713 -2.26693
45 C -1.40007 -2.50522 -2.19593
46 H 1.93813 -4.52963 0.63116
47 H 1.74971 -3.36905 1.93972
48 H 2.39584 -2.84062 0.38245
49 H -0.41393 -5.56374 1.92708
50 H -1.50096 -5.71700 0.54083
51 H -2.15966 -5.59952 2.16937
52 H -0.27307 -3.38739 3.23133
53 H -2.01441 -3.47144 3.47119
54 H -1.29768 -2.00225 2.80150
55 H -3.08208 -3.83743 -0.03007
56 H -2.90476 -2.22102 0.67382
57 H -3.58155 -3.54558 1.62892
58 H 0.52701 -5.32534 -1.60757
59 H -0.31226 -4.86715 -3.08908
60 H -1.23642 -5.18896 -1.62377
61 H 1.96717 -3.24582 -1.94116
62 H 1.22524 -1.64088 -2.03936
63 H 1.00947 -2.80973 -3.35669
64 H -2.34847 -2.88517 -1.81833
65 H -1.42276 -2.61050 -3.28679
66 H -1.34160 -1.42829 -1.98019

Cartesian forces (eV/Å) of the 6 atoms listed first:
Y 0.3 1.0 -1.5
N 0.0 0.2 0.1
C 0.3 0.0 0.3
C -0.1 0.1 -0.1
C 0.1 -0.1 0.0
C 0.1 0.0 0.0

Calculated values
* energy relative to the best compared isomer or geometry (same formula, charge and spin): 143.9 kJ/mol
* total charge: +2
* HOMO-LUMO gap: 6.2521 eV
* lowest unoccupied orbital energy: -6.013 eV
* E_HOMO: -0.451 hartree
* calculated total energy: -1858.5148 Eh

Entry 4:
# C18H38O

A single C18H38O molecule (the ωB97M-V functional and the def2-TZVPD basis, the OMol25 dataset).

Element x y z (Å)
1 C -5.98291 -1.78647 1.88546
2 C -6.31555 -2.52267 0.59354
3 C -5.65309 -1.91535 -0.64471
4 C -4.12092 -2.01942 -0.64224
5 C -3.40907 -0.72389 -0.24316
6 C -3.43593 0.31968 -1.35898
7 C -2.88239 1.67876 -0.92915
8 C -1.37267 1.67862 -0.69712
9 C -0.87230 3.06578 -0.29926
10 C 0.65070 3.16390 -0.21005
11 C 1.24966 2.28185 0.88484
12 C 2.69325 2.65399 1.22771
13 C 3.67782 2.55658 0.06054
14 C 3.81926 1.16289 -0.55247
15 C 4.39172 0.13176 0.41786
16 C 4.68992 -1.19630 -0.27461
17 C 5.27200 -2.22376 0.69566
18 C 5.53879 -3.57853 0.03446
19 O 6.60892 -3.55502 -0.87937
20 H 6.41904 -2.89638 -1.55639
21 H 4.62188 -3.93448 -0.45970
22 H 5.82711 -4.31120 0.79201
23 H 4.57449 -2.37695 1.52122
24 H 6.20939 -1.84671 1.10968
25 H 5.39479 -1.01437 -1.09100
26 H 3.76853 -1.59156 -0.71124
27 H 3.68580 -0.04408 1.23113
28 H 5.31354 0.52262 0.85538
29 H 2.85143 0.81846 -0.92058
30 H 4.48612 1.23933 -1.41581
31 H 4.65947 2.88073 0.41624
32 H 3.37130 3.25284 -0.72228
33 H 3.03695 2.01511 2.04366
34 H 2.70890 3.68359 1.59520
35 H 0.64875 2.39023 1.79164
36 H 1.20214 1.23462 0.58507
37 H 0.91713 4.20438 -0.00641
38 H 1.07946 2.89468 -1.17717
39 H -1.30910 3.34205 0.66366
40 H -1.22354 3.79098 -1.03830
41 H -0.86883 1.36136 -1.61358
42 H -1.12392 0.96492 0.08830
43 H -3.38698 1.99923 -0.01421
44 H -3.11468 2.41297 -1.70523
45 H -2.86382 -0.04985 -2.21358
46 H -4.46686 0.45752 -1.69226
47 H -2.37158 -0.95814 0.00348
48 H -3.87687 -0.30562 0.64899
49 H -3.82221 -2.81776 0.04044
50 H -3.77236 -2.30351 -1.63784
51 H -5.95231 -0.86898 -0.72533
52 H -6.04778 -2.43307 -1.52182
53 H -6.01328 -3.56877 0.68574
54 H -7.39882 -2.50664 0.44799
55 H -4.92169 -1.85471 2.10983
56 H -6.25523 -0.73593 1.80598
57 H -6.53356 -2.21931 2.71817

Cartesian forces (eV/Å) of the 6 atoms listed first:
C -0.1 -0.2 -0.1
C 0.0 0.2 -0.1
C 0.0 -0.3 0.0
C 0.0 0.2 0.1
C 0.0 -0.1 -0.3
C 0.0 0.2 0.3

Calculated values
* energy relative to the best compared isomer or geometry (same formula, charge and spin): 14.7 kJ/mol
* total charge: 0
* HOMO-LUMO gap: 11.0496 eV
* SMILES: CCCCCCCCCCCCCCCCCCO
* lowest unoccupied orbital energy: 0.862 eV
* E_HOMO: -0.374 hartree
* calculated total energy: -783.8864 Eh

Entry 5:
# C18H38O

A single C18H38O molecule (the ωB97M-V functional and the def2-TZVPD basis, the OMol25 dataset).

Element x y z (Å)
1 C -2.91774 -1.36842 6.81050
2 C -2.60906 -0.40276 5.67266
3 C -3.19690 0.98208 5.93587
4 C -2.81675 2.01472 4.87435
5 C -3.43061 1.72283 3.50621
6 C -3.27658 2.88133 2.51912
7 C -1.83114 3.25414 2.18538
8 C -1.05464 2.13051 1.50228
9 C 0.33439 2.59505 1.06920
10 C 1.18729 1.48053 0.46219
11 C 0.67661 0.99686 -0.89339
12 C 1.61618 -0.02993 -1.52121
13 C 1.11547 -0.51009 -2.88125
14 C 2.05650 -1.53439 -3.51114
15 C 1.55949 -1.99646 -4.87941
16 C 2.41660 -3.10318 -5.49179
17 C 3.82974 -2.64858 -5.85295
18 C 4.56661 -3.71135 -6.67011
19 O 3.94301 -3.99100 -7.90097
20 H 3.85109 -3.16607 -8.39128
21 H 4.57809 -4.66083 -6.13004
22 H 5.60760 -3.39356 -6.83506
23 H 4.40885 -2.44566 -4.95166
24 H 3.77690 -1.72384 -6.43605
25 H 1.93177 -3.46643 -6.40090
26 H 2.47858 -3.94192 -4.79513
27 H 1.52928 -1.14135 -5.55942
28 H 0.53697 -2.36712 -4.77374
29 H 3.04862 -1.09003 -3.60935
30 H 2.14325 -2.39907 -2.84893
31 H 1.01551 0.34736 -3.55134
32 H 0.12369 -0.95370 -2.76482
33 H 1.71516 -0.88639 -0.84992
34 H 2.60861 0.41249 -1.63829
35 H -0.31155 0.54850 -0.77824
36 H 0.57757 1.85244 -1.56589
37 H 1.22696 0.63713 1.15573
38 H 2.20811 1.85115 0.33746
39 H 0.85481 2.99685 1.94263
40 H 0.23558 3.40701 0.34457
41 H -1.61857 1.78896 0.63256
42 H -0.94579 1.28682 2.18589
43 H -1.30926 3.55681 3.09480
44 H -1.84891 4.12082 1.51898
45 H -3.79293 2.61823 1.59214
46 H -3.77409 3.76246 2.93294
47 H -4.49848 1.52764 3.63608
48 H -2.98329 0.82371 3.08234
49 H -3.15747 2.99864 5.20731
50 H -1.72901 2.05010 4.79174
51 H -2.83988 1.33280 6.90785
52 H -4.28552 0.90608 5.99396
53 H -1.52617 -0.31705 5.55424
54 H -3.01588 -0.80514 4.74355
55 H -2.49640 -2.35020 6.60644
56 H -2.49935 -1.00329 7.74621
57 H -3.99296 -1.47621 6.93711

Cartesian forces (eV/Å) of the 6 atoms listed first:
C 0.1 0.0 -0.2
C -0.2 0.1 0.2
C 0.3 0.0 -0.2
C -0.3 -0.2 0.0
C 0.1 0.3 0.0
C 0.1 -0.1 0.1

Calculated values
* energy relative to the best compared isomer or geometry (same formula, charge and spin): 2.8 kJ/mol
* total charge: 0
* HOMO-LUMO gap: 11.1908 eV
* SMILES: CCCCCCCCCCCCCCCCCCO
* lowest unoccupied orbital energy: 1.021 eV
* E_HOMO: -0.374 hartree
* calculated total energy: -783.8909 Eh

Entry 6:
# C18H38OOsP2

A molecular structure, C18H38OOsP2 in a non-equilibrium geometry (the ωB97M-V functional and the def2-TZVPD basis, the OMol25 dataset).

Element x y z (Å)
1 P 0.03518 -2.13754 -2.01969
2 P 0.27847 1.86273 -2.02560
3 C -0.26686 -0.79598 -3.28526
4 C 0.55071 0.53079 -3.26447
5 H -1.35837 -0.60434 -3.35098
6 H -0.00021 -1.30561 -4.23244
7 H 1.63793 0.32724 -3.31536
8 H 0.28099 1.07513 -4.18852
9 C -1.28058 2.63827 -2.49621
10 H -1.52600 3.41509 -1.75467
11 H -2.12583 1.93327 -2.56657
12 H -1.06734 3.08661 -3.47181
13 C 1.56765 3.01074 -2.50430
14 H 1.24005 3.40853 -3.47240
15 H 2.51931 2.45902 -2.56526
16 H 1.61712 3.79636 -1.73390
17 C -1.10057 -3.39055 -2.69268
18 H -1.08074 -4.25554 -2.00541
19 H -0.72178 -3.66977 -3.69327
20 H -2.11845 -2.96121 -2.75464
21 C 1.67967 -2.78577 -2.40411
22 H 2.44646 -1.99826 -2.53237
23 H 1.56130 -3.33903 -3.35187
24 H 1.98787 -3.48454 -1.60772
25 Os 0.35204 -0.70865 2.45405
26 C 0.40445 2.05933 -0.30398
27 C -1.06405 1.63603 -0.08402
28 C -1.55612 0.28662 -0.51392
29 C -1.52278 -1.17401 0.14804
30 C -0.35963 -2.06262 -0.34450
31 C 0.88864 -1.46010 0.47679
32 C 1.59326 -0.33211 -0.30314
33 C 1.53213 1.09027 0.26736
34 C 0.30348 -2.18196 3.60143
35 H 0.67885 3.09126 -0.04218
36 H -1.40430 1.94989 0.89552
37 H -1.27411 0.08566 -1.55800
38 H -2.64205 0.45897 -0.62754
39 H -1.48515 -1.11910 1.28490
40 H -2.48221 -1.64963 -0.13055
41 H -0.54049 -3.12930 -0.09984
42 H 1.55156 -2.30866 0.71123
43 H 1.34779 -0.30983 -1.38227
44 H 2.64864 -0.65580 -0.35896
45 H 1.49611 1.04952 1.39011
46 H 2.52589 1.51109 0.00277
47 H 1.31048 -1.97229 4.00928
48 H 0.34847 -3.00880 2.88114
49 H -0.48800 -2.25868 4.35208
50 C -0.29223 0.53640 5.54554
51 C -0.49139 0.94363 4.08759
52 C -1.13945 2.34849 4.05520
53 O 0.75506 0.89238 3.46436
54 H 0.49055 1.16633 5.97461
55 H 0.00653 -0.51702 5.62700
56 H -1.21641 0.68711 6.11776
57 H -1.12619 0.16321 3.50202
58 H -0.41838 3.08722 4.42495
59 H -1.46950 2.62733 3.04440
60 H -2.01745 2.36225 4.72027

Cartesian forces (eV/Å) of the 6 atoms listed first:
P -0.6 -0.9 -3.4
P 0.7 2.3 -2.8
C 0.1 0.4 0.1
C -0.1 -0.9 0.0
H 0.6 -0.1 0.1
H -0.1 0.1 0.4

Calculated values
* energy relative to the best compared isomer or geometry (same formula, charge and spin): 232.6 kJ/mol
* total charge: +2
* multiplicity: 5
* HOMO-LUMO gap (alpha / beta): 7.4702 / 6.5314 eV
* lowest unoccupied orbital energy (alpha / beta): -5.345 / -6.650 eV
* E_HOMO (alpha / beta): -0.471 / -0.484 hartree
* calculated total energy: -1556.3907 Eh